Entry from the Open Molecules 2025 dataset: a structure of composition C33H57FIrN2O2Si in a non-equilibrium geometry (wB97M-V/def2-TZVPD).

CARTESIAN COORDINATES (ANGSTROEM)
O (-1.43785, -2.01614, 0.01145)
O (-0.48800, -2.22033, -4.77187)
C (-1.15213, -3.41085, 0.40979)
C (-2.27822, -4.21004, 1.03849)
H (-0.27669, -3.33955, 1.08680)
H (-0.80350, -3.96320, -0.49359)
H (-2.66812, -3.73929, 1.94851)
H (-1.96415, -5.22824, 1.29657)
H (-3.13040, -4.34965, 0.38091)
C (-2.37717, -1.94811, -1.08870)
C (-2.37963, -3.14676, -2.03770)
H (-2.07580, -1.03281, -1.62940)
H (-3.40155, -1.73548, -0.71377)
H (-1.41819, -3.24975, -2.58010)
H (-3.14666, -3.00351, -2.82010)
H (-2.60286, -4.09790, -1.51999)
C (-0.30159, -1.12639, -5.67610)
C (0.67251, -3.02983, -4.63857)
C (-1.60423, -0.38820, -5.92222)
H (0.09490, -1.50051, -6.64056)
H (0.44587, -0.43054, -5.24125)
H (-2.34512, -1.05621, -6.37605)
H (-1.40583, 0.44053, -6.61370)
H (-2.01912, 0.03504, -5.00587)
C (0.73680, -4.12976, -5.69036)
H (0.60389, -3.47298, -3.63926)
H (1.58515, -2.41798, -4.69535)
H (-0.20234, -4.69825, -5.71633)
H (1.55856, -4.81224, -5.45236)
H (0.92089, -3.69814, -6.68419)
H (-1.38505, 2.33493, -2.78630)
N (0.50157, 0.16181, 2.90205)
C (1.20529, 0.81569, 3.83905)
C (2.13613, 1.79645, 3.49452)
C (2.10895, 2.55481, 2.33106)
C (0.95199, 0.44960, 5.26697)
H (1.15612, -0.61807, 5.45048)
H (-0.09010, 0.67495, 5.55299)
H (1.62358, 1.05412, 5.88813)
C (2.93358, 3.81142, 2.24813)
H (2.38535, 4.69040, 2.61273)
H (3.28829, 4.02276, 1.23523)
H (3.81066, 3.70454, 2.89698)
N (1.27024, 2.22133, 1.33281)
C (-0.54146, -0.77076, 3.27009)
C (-0.21605, -2.12043, 3.48578)
C (1.16509, -2.63235, 3.27236)
C (-1.22346, -2.95410, 3.95740)
H (-0.98702, -4.00829, 4.11203)
C (-2.49820, -2.47521, 4.22722)
H (-3.25917, -3.13227, 4.65337)
C (-2.81007, -1.13826, 3.97331)
H (-3.80284, -0.74591, 4.17446)
C (-1.83552, -0.27159, 3.48329)
C (-2.15688, 1.17374, 3.25001)
C (0.67564, 3.30884, 0.61091)
C (1.15564, 3.73045, -0.65941)
C (2.55267, 3.39551, -1.09994)
C (0.34807, 4.56493, -1.44436)
H (0.64842, 4.76802, -2.47939)
C (-0.79504, 5.14553, -0.90682)
H (-1.43493, 5.77816, -1.53451)
C (-1.08004, 4.97254, 0.44271)
H (-1.90617, 5.51842, 0.89890)
C (-0.29674, 4.13593, 1.24275)
C (-0.45725, 4.22702, 2.72068)
Ir (1.11430, 0.12264, 1.07212)
H (1.13902, -3.72230, 3.17395)
H (1.81672, -2.38634, 4.12013)
H (1.63355, -2.23142, 2.36427)
H (-1.76477, 1.81102, 4.05995)
H (-3.24745, 1.31716, 3.23413)
H (-1.76265, 1.53905, 2.28938)
H (2.61554, 3.35203, -2.19739)
H (2.87597, 2.44534, -0.65591)
H (3.26665, 4.17497, -0.77842)
H (-0.61233, 3.24679, 3.17094)
H (-1.32544, 4.85269, 2.95708)
H (0.40762, 4.69519, 3.20591)
H (2.81751, 2.11876, 4.27352)
C (-1.12761, 1.38214, -3.18987)
Si (0.00028, 0.51807, -1.70451)
H (-2.00292, 0.71670, -3.30067)
H (-0.61974, 1.50428, -4.17363)
C (0.95094, -0.98673, -0.82364)
C (3.11849, -0.22711, 1.21535)
C (1.61551, 0.68684, -2.77388)
H (1.43702, 1.16542, -3.74130)
H (1.93857, -0.32820, -3.06474)
H (2.49662, 1.16192, -2.32900)
H (1.12308, -1.34191, 0.29536)
H (1.94965, -1.11082, -1.26257)
H (0.39803, -1.90541, -1.10281)
H (3.43908, -0.23778, 2.26820)
H (3.68598, 0.55141, 0.68766)
H (3.34815, -1.20177, 0.75456)
F (-1.00607, 1.14980, -0.48492)

Multiplicity: 5
Gap between HOMO and LUMO (alpha / beta), eV: 6.18 / 6.56
Net charge: +1
Lowest unoccupied orbital energy (alpha / beta), eV: -2.914 / -4.744

These are the Löwdin partial charges, in e, on atoms 1 to 4: O -0.24; O -0.18; C -0.24; C -0.06


Entry from the Open Molecules 2025 dataset: a cluster of 5 separate species, C33H57FN5O12S6 in total in a non-equilibrium geometry (wB97M-V/def2-TZVPD).

CARTESIAN COORDINATES (ANGSTROEM)
C (3.13566, 1.85946, 4.27139)
C (3.37219, 0.35079, 4.17618)
F (3.61710, -0.15358, 5.43966)
C (2.09572, -0.36035, 3.67952)
C (1.53261, 0.21041, 2.42048)
N (0.44396, 0.96699, 2.33477)
C (0.22092, 1.28024, 1.02858)
N (-0.75487, 2.01825, 0.52558)
C (-1.78016, 2.64473, 1.37863)
C (-3.15701, 2.04076, 1.07685)
C (-4.25486, 2.53099, 2.05646)
S (-5.82383, 2.33666, 1.15567)
C (-7.19410, 2.17654, 2.29077)
S (-8.56745, 2.90936, 1.85858)
N (-7.17300, 1.43573, 3.52582)
C (-6.91091, 0.01812, 3.36550)
C (-7.84046, -0.83623, 3.93517)
C (-7.67172, -2.20024, 3.87971)
C (-6.57713, -2.76583, 3.25623)
C (-5.65517, -1.91869, 2.67943)
C (-5.82189, -0.55145, 2.74293)
C (-6.39948, 2.07122, 4.55094)
C (-6.07133, 1.34079, 5.68858)
C (-5.36749, 1.92087, 6.71492)
C (-4.96048, 3.24471, 6.67616)
C (-5.27427, 3.96180, 5.54657)
C (-5.98385, 3.39226, 4.51232)
N (1.20493, 0.68016, 0.34970)
N (2.03401, 0.03640, 1.18365)
H (3.13641, 2.27082, 3.25342)
H (3.94304, 2.30597, 4.86103)
H (2.17935, 2.11466, 4.73990)
H (4.20317, 0.14417, 3.48995)
H (2.31573, -1.42019, 3.47822)
H (1.28701, -0.35556, 4.41753)
H (-0.74630, 2.16583, -0.47606)
H (-1.79349, 3.69996, 1.07969)
H (-1.49462, 2.54043, 2.42731)
H (-3.14786, 0.94612, 1.01692)
H (-3.45802, 2.42464, 0.08589)
H (-4.06063, 3.53927, 2.43354)
H (-4.22020, 1.84119, 2.90998)
H (-8.71029, -0.44722, 4.46080)
H (-8.41534, -2.82497, 4.37078)
H (-6.44063, -3.84296, 3.23843)
H (-4.79271, -2.34818, 2.17286)
H (-5.04663, 0.06400, 2.29831)
H (-6.36791, 0.30716, 5.83665)
H (-5.15156, 1.31948, 7.59654)
H (-4.42710, 3.68811, 7.51135)
H (-4.99703, 5.00974, 5.44561)
H (-6.22101, 4.01354, 3.64859)
H (1.40661, 0.67260, -0.64516)
H (2.85821, -0.47392, 0.88913)
O (4.91252, -0.68184, 0.12587)
S (5.99069, -0.36386, -0.77839)
O (5.71731, 0.16569, -2.07428)
O (6.93113, -1.62551, -0.91130)
C (6.33983, -2.89546, -1.27917)
C (6.02977, -2.97444, -2.75824)
C (7.14302, 0.68612, 0.03924)
H (5.45094, -3.08685, -0.67525)
H (7.07354, -3.65744, -1.02168)
H (5.23054, -2.28486, -3.03313)
H (5.71380, -3.98168, -3.02828)
H (6.90657, -2.70732, -3.34822)
H (7.38134, 0.25989, 1.01060)
H (6.67440, 1.66121, 0.15844)
H (8.03307, 0.77168, -0.57853)
O (-0.57316, 0.36565, -2.61742)
S (-0.71090, -1.06501, -2.50855)
O (0.44049, -1.90408, -2.38326)
O (-1.62029, -1.58874, -3.68776)
C (-1.26012, -1.24282, -5.04557)
C (-0.10900, -2.08205, -5.56212)
C (-1.82483, -1.43153, -1.19209)
H (-1.03835, -0.17669, -5.11696)
H (-2.14719, -1.42844, -5.64800)
H (0.81664, -1.85057, -5.03490)
H (0.05000, -1.89354, -6.62364)
H (-0.30991, -3.14321, -5.41472)
H (-2.71973, -0.82403, -1.30901)
H (-1.32221, -1.18957, -0.25630)
H (-2.06612, -2.49103, -1.22339)
O (-6.78946, 2.82505, -5.86584)
S (-5.76259, 2.59038, -4.90120)
O (-5.80404, 1.45094, -4.03647)
O (-5.57125, 3.90284, -4.01908)
C (-6.73131, 4.47064, -3.37577)
C (-7.14140, 3.69385, -2.14087)
C (-4.19228, 2.63663, -5.70118)
H (-7.55688, 4.54910, -4.08505)
H (-6.45197, 5.48483, -3.09422)
H (-7.51342, 2.70371, -2.40526)
H (-7.93127, 4.21893, -1.60333)
H (-6.29171, 3.55178, -1.47421)
H (-4.14023, 3.52707, -6.32207)
H (-4.11160, 1.74214, -6.31534)
H (-3.41220, 2.64305, -4.94369)
O (10.07553, -3.44234, -4.45611)
S (10.14868, -4.62138, -3.64915)
O (9.04515, -5.02996, -2.83064)
O (11.46189, -4.55849, -2.75065)
C (11.66967, -3.39369, -1.93168)
C (10.81079, -3.41232, -0.68189)
C (10.63694, -5.98122, -4.65521)
H (11.50105, -2.48672, -2.51522)
H (12.72150, -3.40563, -1.65111)
H (9.75377, -3.30942, -0.92936)
H (11.08599, -2.59020, -0.02021)
H (10.92912, -4.35507, -0.14727)
H (11.50345, -5.68946, -5.24260)
H (9.80081, -6.22274, -5.30808)
H (10.86762, -6.82761, -4.01313)

Gap between HOMO and LUMO, eV: 7.74
Net charge: +1
Lowest unoccupied orbital energy, eV: -2.208

These are the Löwdin partial charges, in e, on atoms 1 to 4: C -0.03; C -0.37; F 0.00; C -0.05


Entry from the Open Molecules 2025 dataset: a structure of composition C33H57MgN3O5Si in a non-equilibrium geometry (wB97M-V/def2-TZVPD).

CARTESIAN COORDINATES (ANGSTROEM)
O (0.87695, -2.01204, -0.38114)
O (-2.14435, -2.46339, -5.12294)
C (2.29029, -2.29847, -0.99965)
C (2.77484, -3.44644, -0.12012)
H (2.92805, -1.37883, -0.96697)
H (2.11891, -2.57411, -2.06581)
H (2.96238, -2.99611, 0.85037)
H (3.70257, -3.92438, -0.42513)
H (1.98599, -4.20426, -0.00048)
C (0.04153, -3.29346, -0.39812)
C (0.07555, -3.97284, -1.75288)
H (-0.97483, -3.05054, -0.04848)
H (0.54408, -3.90526, 0.34383)
H (-0.30264, -3.29277, -2.54378)
H (-0.57989, -4.87076, -1.70014)
H (1.06798, -4.40126, -2.03563)
C (-2.93761, -1.96055, -4.05320)
C (-1.33726, -1.40222, -5.65006)
C (-3.70857, -3.05277, -3.34167)
H (-3.67272, -1.24067, -4.45075)
H (-2.26170, -1.46006, -3.31521)
H (-4.21713, -3.71366, -4.05464)
H (-4.43097, -2.59500, -2.64297)
H (-3.04194, -3.64501, -2.69694)
C (-0.69306, -1.83040, -6.95218)
H (-0.54575, -1.16163, -4.89486)
H (-1.97429, -0.50563, -5.82801)
H (-0.12678, -2.75114, -6.84558)
H (0.00996, -1.06344, -7.32145)
H (-1.45689, -1.96983, -7.72214)
H (0.39207, -0.53462, -1.15082)
N (1.67865, 1.11629, 2.06901)
C (1.66097, 2.40324, 2.41541)
C (0.48853, 3.13862, 2.27792)
C (-0.78779, 2.61007, 2.05126)
C (2.89934, 3.04058, 2.98544)
H (3.77675, 2.92015, 2.33849)
H (3.16384, 2.67918, 3.98696)
H (2.73813, 4.11084, 3.11351)
C (-1.92230, 3.60188, 2.13817)
H (-2.29816, 3.62958, 3.16963)
H (-2.74591, 3.31420, 1.47470)
H (-1.59648, 4.61116, 1.86629)
N (-1.06044, 1.31364, 1.83777)
C (2.83438, 0.32793, 2.29962)
C (3.82649, 0.28523, 1.29060)
C (3.69573, 1.14952, 0.06883)
C (4.85657, -0.63005, 1.48083)
H (5.61267, -0.75133, 0.70027)
C (4.94051, -1.37670, 2.65390)
H (5.75518, -2.08335, 2.79631)
C (4.02252, -1.17860, 3.70001)
H (4.09206, -1.73889, 4.62118)
C (2.98047, -0.26794, 3.56309)
C (1.98868, 0.02072, 4.65421)
C (-2.35947, 0.91438, 2.23905)
C (-3.35588, 0.72512, 1.24081)
C (-3.16772, 1.02697, -0.20934)
C (-4.62119, 0.31940, 1.64974)
H (-5.41637, 0.14064, 0.90949)
C (-4.91369, 0.15580, 3.00725)
H (-5.90305, -0.16032, 3.34558)
C (-3.96724, 0.46947, 3.99528)
H (-4.18826, 0.42586, 5.06785)
C (-2.68864, 0.87725, 3.61876)
C (-1.69262, 1.29452, 4.65600)
Mg (0.40851, -0.18461, 1.23094)
H (3.51212, 0.54646, -0.83147)
H (4.59413, 1.76462, -0.08591)
H (2.84267, 1.82632, 0.16878)
H (1.63118, 1.05978, 4.58230)
H (2.42713, -0.11011, 5.65053)
H (1.14578, -0.68431, 4.58265)
H (-3.39443, 0.12345, -0.79608)
H (-2.17065, 1.41826, -0.42270)
H (-3.90766, 1.78764, -0.51267)
H (-0.69699, 0.87430, 4.44703)
H (-2.06010, 1.00580, 5.64827)
H (-1.56297, 2.38134, 4.67760)
H (0.59231, 4.20582, 2.42801)
C (0.40384, 0.04288, -2.00416)
Si (0.28225, 1.94539, -2.32375)
H (1.44280, -0.09720, -2.42039)
H (-0.51807, -0.27533, -2.53119)
C (1.58141, 2.12360, -3.69302)
C (0.72147, 3.33352, -1.01358)
C (-1.46974, 2.37700, -2.98308)
H (-1.97115, 1.44141, -3.29490)
H (-1.53945, 3.06972, -3.84742)
H (-2.11101, 2.81777, -2.19814)
H (2.57392, 1.81168, -3.33954)
H (1.72035, 3.14658, -4.08130)
H (1.40613, 1.50858, -4.58310)
H (1.47102, 2.93213, -0.31744)
H (-0.18501, 3.58293, -0.44371)
H (1.09656, 4.29650, -1.39953)
O (0.25825, -1.70669, 2.46764)
N (-1.03641, -1.92414, 2.23505)
O (-1.66981, -2.57567, 3.05531)
O (-1.50937, -1.32900, 1.16267)

Gap between HOMO and LUMO, eV: 8.05
Lowest unoccupied orbital energy, eV: 0.514

These are the Löwdin partial charges, in e, on atoms 1 to 4: O -0.31; O -0.16; C -0.15; C -0.07


Entry from the Open Molecules 2025 dataset: a cluster of 9 separate species, C33H57N3O18 in total in a non-equilibrium geometry (wB97M-V/def2-TZVPD).

CARTESIAN COORDINATES (ANGSTROEM)
C (-3.75901, -0.23202, 1.46297)
C (-4.20057, -1.65365, 1.80006)
C (-5.67768, -1.87757, 2.01963)
O (-5.89211, -3.13786, 1.36417)
C (-4.89498, -3.37448, 0.62225)
O (-4.78135, -4.39694, 0.01133)
O (-3.91650, -2.47201, 0.73320)
H (-4.55080, 0.17374, 0.80600)
H (-2.87185, -0.31334, 0.85406)
H (-3.64730, 0.55625, 2.30545)
H (-3.78195, -1.99363, 2.72181)
H (-6.27219, -1.12014, 1.63567)
H (-5.98736, -1.95045, 3.10972)
C (4.37534, -3.09998, -1.11927)
C (2.87875, -2.76927, -1.09487)
C (2.00295, -3.97280, -0.94115)
O (0.86575, -3.37189, -0.34068)
C (1.21854, -2.29019, 0.31824)
O (0.54735, -1.63653, 1.12055)
O (2.42848, -1.92957, -0.03222)
H (4.69281, -3.35159, -0.09693)
H (5.02430, -2.32125, -1.53354)
H (4.52824, -3.96816, -1.70896)
H (2.51793, -2.34605, -2.10876)
H (2.30043, -4.72245, -0.19969)
H (1.98240, -4.60000, -1.86108)
C (-1.89640, -1.58722, -2.04246)
C (-1.29868, -0.26194, -1.83296)
C (0.09739, -0.19733, -2.34485)
O (-0.01224, 0.85191, -3.22427)
C (-1.24467, 1.32005, -3.38941)
O (-1.60974, 2.06632, -4.23849)
O (-2.03205, 0.67487, -2.57426)
H (-2.92650, -1.73616, -1.61262)
H (-1.23664, -2.42407, -1.63202)
H (-1.99653, -1.77503, -3.11555)
H (-1.25408, 0.05520, -0.81940)
H (0.37840, -1.06253, -2.91108)
H (0.85833, -0.13684, -1.55523)
C (1.78930, 0.72436, 2.43962)
O (1.24936, 1.82725, 1.64791)
C (-0.05179, 1.81134, 1.35827)
O (-1.05092, 1.00738, 2.05668)
O (-0.44027, 2.62039, 0.32422)
C (-1.82988, 2.82741, 0.20869)
H (1.06206, 0.23170, 3.04969)
H (2.45981, 1.22321, 3.07920)
H (2.23204, -0.08854, 1.83115)
H (-2.38679, 3.40357, 1.00965)
H (-2.41134, 1.93129, 0.01932)
H (-2.00346, 3.29193, -0.80082)
C (2.95827, -1.01662, -5.28806)
O (2.72709, -0.17561, -4.23614)
C (3.55810, -0.05186, -3.30927)
O (4.82620, -0.68756, -3.32762)
O (3.10875, 0.77022, -2.27288)
C (3.78952, 0.88518, -1.02262)
H (3.90643, -0.74227, -5.69962)
H (2.11732, -0.89651, -6.00889)
H (3.09305, -2.06932, -5.03245)
H (3.09737, 1.10325, -0.22409)
H (4.71780, 1.50204, -1.06497)
H (4.14374, -0.11757, -0.76586)
C (-4.48157, 4.50847, -1.99100)
O (-4.16577, 3.19008, -2.12093)
C (-5.15943, 2.30475, -1.80359)
O (-6.49273, 2.59066, -1.68335)
O (-4.83333, 1.05785, -1.79499)
C (-5.76409, -0.04944, -1.70214)
H (-5.30409, 4.89724, -2.63666)
H (-3.51327, 5.01462, -2.07636)
H (-4.76058, 4.58819, -0.93144)
H (-6.41176, -0.06431, -2.59764)
H (-6.36980, -0.03848, -0.80755)
H (-5.11530, -0.90673, -1.59604)
C (6.16933, -1.95792, 4.26260)
C (5.92731, -2.02022, 2.73906)
C (4.79401, -1.11919, 2.28745)
C (5.32906, 0.17246, 1.84388)
N (5.84375, 1.15321, 1.43533)
H (7.12835, -2.42035, 4.49974)
H (5.47740, -2.40511, 5.01310)
H (6.37648, -0.90367, 4.47582)
H (5.64308, -3.00344, 2.40415)
H (6.77176, -1.88230, 2.19809)
H (4.03638, -1.09318, 3.10367)
H (4.24109, -1.55243, 1.47386)
C (2.52005, 4.88366, -4.14974)
C (1.77063, 3.81456, -3.28013)
C (1.36701, 4.29614, -1.85638)
C (0.06328, 4.87146, -1.80860)
N (-0.96657, 5.33653, -1.79450)
H (1.78696, 5.63069, -4.45356)
H (2.93466, 4.43398, -5.02525)
H (3.35229, 5.49630, -3.60576)
H (2.45933, 2.95448, -3.12267)
H (0.91713, 3.48009, -3.89372)
H (2.04513, 5.04010, -1.46146)
H (1.29527, 3.46914, -1.26296)
C (-3.05374, -2.65632, 5.63211)
C (-2.89293, -1.05488, 5.71540)
C (-1.68602, -0.42779, 4.95249)
C (-0.29692, -0.83642, 5.24320)
N (0.81692, -1.07845, 5.52525)
H (-2.91127, -3.03691, 4.63432)
H (-3.99654, -2.94940, 6.08957)
H (-2.38350, -3.16612, 6.24285)
H (-2.86140, -0.73340, 6.72208)
H (-3.84894, -0.64714, 5.44223)
H (-1.68124, 0.59022, 5.11053)
H (-1.73384, -0.70136, 3.88314)

SMILES: C[C@H]1COC(=O)O1.C[C@H]1COC(=O)O1.C[C@H]1COC(=O)O1.COC(=O)OC.COC(=O)OC.COC(=O)OC.CCCC#N.CCCC#N.CCCC#N
Gap between HOMO and LUMO, eV: 10.05
Lowest unoccupied orbital energy, eV: 0.090

These are the Löwdin partial charges, in e, on atoms 1 to 4: C 0.00; C -0.35; C -0.05; O 0.13